C36H93BrF3GaN7O9 | wB97M-V/def2-TZVPD

HOMO-LUMO gap	7.23	eV
LUMO energy	1.898	eV
highest occupied orbital energy	-5.330	eV
DFT total energy	-7286.17441	hartree
total charge	-1

CARTESIAN COORDINATES (ANGSTROEM)
C  1.709  -0.663  0.228
O  2.641  -0.011  -0.687
C  1.899  1.131  -1.231
C  2.885  2.220  -1.834
C  2.821  3.657  -1.145
C  2.617  3.641  0.434
C  1.277  4.345  0.950
Ga  -0.388  4.044  -0.221
Br  -0.596  6.089  -1.603
C  -2.119  3.967  0.944
O  -2.934  2.763  0.733
C  -3.478  2.700  -0.539
F  -4.789  2.189  -0.398
F  -2.800  1.806  -1.385
F  -3.566  3.912  -1.204
H  1.976  -1.759  0.378
H  0.683  -0.644  -0.255
H  1.659  -0.093  1.214
H  1.201  1.505  -0.425
H  1.223  0.735  -2.071
H  3.943  1.785  -1.762
H  2.679  2.284  -2.959
H  3.844  4.144  -1.332
H  2.077  4.306  -1.709
H  2.674  2.600  0.901
H  3.489  4.220  0.906
H  1.015  3.943  1.995
H  1.399  5.478  1.054
H  -0.279  2.848  -1.268
H  -2.718  4.939  0.894
H  -1.740  3.905  2.024
C  2.554  -5.166  5.014
C  1.313  -5.132  4.128
C  1.543  -4.438  2.770
O  1.596  -3.019  2.836
C  2.848  -2.493  3.248
N  0.211  -4.509  4.872
H  2.756  -4.207  5.493
H  2.423  -5.897  5.817
H  3.439  -5.457  4.442
H  1.038  -6.172  3.918
H  0.688  -4.669  2.126
H  2.431  -4.835  2.261
H  3.687  -3.096  2.891
H  2.877  -2.404  4.336
H  2.944  -1.487  2.835
H  -0.640  -4.580  4.317
H  0.394  -3.506  4.903
C  -1.081  -2.605  -2.852
C  -0.755  -3.338  -1.553
C  -1.277  -4.788  -1.516
O  -2.677  -4.906  -1.289
C  -3.479  -4.711  -2.442
N  -1.261  -2.551  -0.424
H  -2.120  -2.276  -2.899
H  -0.462  -1.708  -2.945
H  -0.881  -3.237  -3.722
H  0.337  -3.384  -1.475
H  -0.801  -5.294  -0.669
H  -0.984  -5.345  -2.415
H  -2.995  -5.087  -3.348
H  -3.727  -3.654  -2.553
H  -4.415  -5.254  -2.297
H  -0.953  -2.988  0.443
H  -2.274  -2.664  -0.403
C  -4.899  3.082  3.377
C  -3.808  2.303  4.105
C  -4.243  0.888  4.534
O  -5.099  0.852  5.672
C  -6.461  1.121  5.392
N  -3.341  3.095  5.250
H  -5.659  3.476  4.053
H  -4.465  3.939  2.855
H  -5.395  2.458  2.629
H  -2.973  2.188  3.405
H  -3.345  0.335  4.826
H  -4.689  0.334  3.698
H  -6.765  0.735  4.415
H  -6.655  2.194  5.455
H  -7.066  0.634  6.160
H  -2.545  2.620  5.672
H  -4.061  3.043  5.970
C  -5.288  5.681  -4.722
C  -4.148  6.170  -3.833
C  -4.525  7.382  -2.958
O  -4.580  8.623  -3.658
C  -5.781  8.842  -4.373
N  -2.979  6.453  -4.671
H  -5.443  6.316  -5.596
H  -5.070  4.677  -5.097
H  -6.228  5.629  -4.165
H  -3.892  5.350  -3.158
H  -3.742  7.506  -2.204
H  -5.460  7.207  -2.410
H  -6.649  8.416  -3.861
H  -5.698  8.436  -5.384
H  -5.928  9.921  -4.464
H  -2.193  6.680  -4.064
H  -3.163  7.326  -5.165
C  8.870  1.533  -4.864
C  7.411  1.167  -5.124
C  6.412  2.238  -4.642
O  6.208  2.261  -3.237
C  7.206  2.952  -2.507
N  7.133  -0.141  -4.520
H  9.158  1.393  -3.822
H  9.530  0.898  -5.462
H  9.070  2.572  -5.140
H  7.290  1.075  -6.209
H  5.434  2.003  -5.075
H  6.682  3.236  -5.010
H  7.599  3.811  -3.059
H  8.015  2.270  -2.236
H  6.757  3.312  -1.579
H  6.192  -0.428  -4.782
H  7.070  -0.003  -3.512
C  0.390  -0.665  -7.568
C  0.236  0.689  -6.882
C  1.442  1.073  -6.001
O  1.500  0.392  -4.755
C  2.044  -0.915  -4.823
N  -1.016  0.695  -6.117
H  0.215  -1.502  -6.891
H  -0.335  -0.761  -8.382
H  1.388  -0.777  -8.001
H  0.158  1.444  -7.672
H  1.348  2.134  -5.749
H  2.389  0.967  -6.545
H  2.835  -0.994  -5.574
H  1.254  -1.642  -5.024
H  2.468  -1.154  -3.845
H  -1.167  1.631  -5.744
H  -0.866  0.127  -5.284
C  -0.786  -8.379  9.681
C  -1.045  -7.588  8.402
C  -0.071  -7.931  7.257
O  1.227  -7.369  7.401
C  2.088  -8.089  8.267
N  -1.024  -6.155  8.716
H  0.071  -8.004  10.242
H  -1.651  -8.314  10.347
H  -0.616  -9.437  9.462
H  -2.052  -7.848  8.060
H  -0.474  -7.501  6.335
H  -0.008  -9.014  7.092
H  1.916  -9.168  8.216
H  1.974  -7.733  9.293
H  3.117  -7.887  7.963
H  -1.297  -5.634  7.884
H  -0.050  -5.889  8.857